Entry 1:
Density functional theory data (ωB97M-V/def2-TZVPD) for C3H4N2O in the gas phase.

Atoms and positions in Å:
1 H 3.13264 -0.23037 0.28238
2 N 2.33461 0.27625 -0.10316
3 C 1.32035 -0.34784 0.29992
4 O 0.03081 -0.09921 0.11272
5 C -1.01684 0.59836 -0.48098
6 C -2.13294 -0.19849 0.07218
7 N -2.84121 -0.93945 0.60487
8 H 1.30403 -1.23998 0.92533
9 H -1.03106 0.54643 -1.57436
10 H -1.10040 1.63431 -0.13890

Summary:
Frontier orbital gap   11.434 eV
Charge   0
Structure (SMILES)   [H]/N=C/OCC#N
Energy relative to the best compared isomer or geometry (same formula, charge and spin)   254.7 kJ/mol
LUMO level   0.651 eV
E_tot   -8201.24516 eV

---

Entry 2:
Density functional theory data (ωB97M-V/def2-TZVPD) for 11 unconnected molecules or ions with the total composition C42H74F18NO12PS2.

Atoms and positions in Å:
1 C -2.11801 0.24647 4.34497
2 C -2.15422 1.54777 3.54726
3 N -3.34341 2.36567 3.86017
4 P -3.64883 3.81285 3.01817
5 C -2.84747 3.64914 1.39521
6 C -1.33370 3.99345 1.45286
7 C -0.57487 3.25757 0.34627
8 C 0.94931 3.40937 0.42298
9 C 1.66946 2.60450 1.49983
10 F 0.83979 1.91087 2.31981
11 F 2.37200 3.46429 2.31166
12 C 2.78493 1.62844 1.01673
13 F 3.70373 2.35026 0.36309
14 F 3.37027 1.07627 2.07804
15 S 2.28283 0.20933 -0.14233
16 F 2.25980 -0.83377 1.04567
17 F 0.73491 0.48065 0.07459
18 F 2.28162 1.22004 -1.37647
19 F 3.82924 -0.09268 -0.39861
20 F 1.91713 -0.95545 -1.14553
21 S -5.75865 3.65020 2.35168
22 O -6.62092 4.09294 3.42038
23 O -5.80783 4.36493 1.09080
24 C -6.27606 1.87334 1.98303
25 F -5.24208 1.28085 1.32770
26 F -6.45596 1.23752 3.14574
27 C -7.58252 1.76644 1.12938
28 F -8.35935 0.75837 1.57133
29 F -8.28079 2.90778 1.29425
30 C -7.35744 1.58528 -0.40478
31 F -8.50767 1.94436 -1.01220
32 F -6.38791 2.40504 -0.82631
33 C -7.02830 0.10877 -0.86106
34 F -8.03899 -0.38702 -1.56300
35 F -6.82310 -0.71571 0.16472
36 F -5.94577 0.09891 -1.62645
37 H -2.26288 0.43406 5.41263
38 H -2.88783 -0.44545 3.99547
39 H -1.14933 -0.23210 4.18433
40 H -2.14393 1.31112 2.48257
41 H -1.25113 2.11373 3.80447
42 H -3.39831 2.53753 4.85637
43 H -3.00987 2.66727 0.93738
44 H -3.34774 4.37952 0.75369
45 H -0.90484 3.80658 2.44127
46 H -1.26071 5.07328 1.27992
47 H -0.86009 3.72483 -0.60213
48 H -0.89598 2.21519 0.28919
49 H 1.38445 3.20404 -0.55400
50 H 1.15610 4.46474 0.62952
51 C -3.58946 9.26547 3.16282
52 C -3.48573 7.83359 3.63026
53 C -4.00225 7.53147 5.01572
54 O -3.02096 6.96679 2.92793
55 H -3.19097 9.35072 2.15454
56 H -4.63271 9.58516 3.16855
57 H -3.02731 9.91843 3.83262
58 H -5.06010 7.79017 5.08317
59 H -3.45582 8.11906 5.75580
60 H -3.87918 6.47198 5.22647
61 C 4.75540 1.20012 -6.03392
62 C 4.01294 2.27886 -5.28901
63 C 3.38757 1.87108 -3.97499
64 O 3.92854 3.41349 -5.70257
65 H 5.17185 1.60003 -6.95479
66 H 5.56415 0.80830 -5.41767
67 H 4.08595 0.37339 -6.27214
68 H 4.16088 1.48787 -3.30715
69 H 2.65192 1.08177 -4.13602
70 H 2.90462 2.72996 -3.51437
71 C -0.54064 5.92411 -4.00250
72 C -0.46743 6.48335 -2.60392
73 C -0.60368 7.97840 -2.45991
74 O -0.30592 5.76703 -1.64155
75 H -0.42931 4.84280 -3.97263
76 H -1.50030 6.17781 -4.45580
77 H 0.25268 6.35126 -4.61790
78 H -1.56581 8.30499 -2.85772
79 H 0.18650 8.48039 -3.02048
80 H -0.53437 8.25326 -1.41006
81 C 8.10165 -2.69831 -7.66145
82 C 6.81625 -1.92147 -7.81962
83 C 6.03305 -2.17163 -9.08022
84 O 6.44754 -1.13321 -6.97727
85 H 8.58019 -2.43137 -6.72181
86 H 7.89414 -3.76948 -7.67205
87 H 8.77494 -2.47460 -8.49072
88 H 5.75376 -3.22467 -9.14657
89 H 6.64757 -1.92320 -9.94786
90 H 5.13428 -1.55836 -9.08115
91 C 7.20645 -0.19862 -3.02778
92 C 7.92459 -0.29208 -1.70084
93 C 7.05647 -0.26625 -0.46553
94 O 9.12786 -0.38001 -1.63488
95 H 7.92782 -0.22547 -3.84100
96 H 6.50705 -1.02942 -3.13799
97 H 6.64029 0.73381 -3.07816
98 H 6.35861 -1.10473 -0.48174
99 H 6.48030 0.66019 -0.43593
100 H 7.67838 -0.33188 0.42416
101 C -6.52372 -6.12035 -0.22662
102 C -6.33979 -5.05881 0.83423
103 C -6.31896 -3.62737 0.35901
104 O -6.22522 -5.34679 2.00291
105 H -6.52704 -7.10444 0.23628
106 H -7.46712 -5.96431 -0.75234
107 H -5.71354 -6.06476 -0.95573
108 H -7.26344 -3.38692 -0.13068
109 H -5.50929 -3.48096 -0.35817
110 H -6.17130 -2.96763 1.20915
111 C -1.23391 -5.29220 3.86060
112 C -1.76232 -4.04932 4.53423
113 C -2.36640 -4.23752 5.90216
114 O -1.69680 -2.96062 4.00913
115 H -0.82193 -5.03684 2.88618
116 H -0.45941 -5.75154 4.47540
117 H -2.03991 -6.01632 3.73729
118 H -1.62864 -4.65642 6.58666
119 H -3.21186 -4.92531 5.84131
120 H -2.70528 -3.28147 6.29306
121 C 9.38879 0.11085 -11.77921
122 C 8.47927 -0.81856 -12.54510
123 C 8.58557 -0.78518 -14.04946
124 O 7.70152 -1.55402 -11.98104
125 H 9.21808 -0.00362 -10.71116
126 H 10.43177 -0.11577 -12.00603
127 H 9.19401 1.14517 -12.06663
128 H 9.59971 -1.04385 -14.35808
129 H 8.36209 0.21747 -14.41727
130 H 7.88375 -1.49397 -14.48209
131 C -3.48848 -8.90620 4.79796
132 C -2.03020 -9.23724 5.01010
133 C -1.61701 -10.66838 4.76257
134 O -1.23373 -8.39763 5.35965
135 H -3.66122 -7.85277 5.00597
136 H -3.77626 -9.12293 3.76783
137 H -4.11015 -9.51139 5.45962
138 H -1.83725 -10.94828 3.73114
139 H -2.17092 -11.33719 5.42331
140 H -0.55111 -10.77837 4.94730
141 C -0.16569 -3.25021 11.00820
142 C -0.85576 -4.11387 9.97949
143 C -0.63281 -5.60402 10.08589
144 O -1.55061 -3.63719 9.11331
145 H -0.40246 -2.20487 10.82528
146 H -0.49517 -3.52697 12.01102
147 H 0.91473 -3.39270 10.95216
148 H -0.97948 -5.96588 11.05528
149 H 0.43092 -5.83077 9.99717
150 H -1.17728 -6.11354 9.29412

Summary:
Frontier orbital gap   8.663 eV
Charge   0
Structure (SMILES)   CCNP(CCCCC(F)(F)C(F)(F)S(F)(F)(F)(F)F)S(=O)(=O)C(F)(F)C(F)(F)C(F)(F)C(F)(F)F.CC(C)=O.CC(C)=O.CC(C)=O.CC(C)=O.CC(C)=O.CC(C)=O.CC(C)=O.CC(C)=O.CC(C)=O.CC(C)=O
LUMO level   0.418 eV
E_tot   -150686.16553 eV

---

Question: Number 1 is which compound?
Answer: C3H4N2O

---

Question: Which of these has the lowest E_tot?
Answer: C42H74F18NO12PS2